[1]
Formula: C51H57AsN4O3P4S2Tl
Source: the Open Molecules 2025 dataset
Level of theory: ωB97M-V/def2-TZVPD

```
123
Properties=species:S:1:pos:R:3
Tl -0.12062 -0.35888 0.64987
S 0.88636 0.78941 -2.24276
P 0.76311 -1.22530 -2.28586
C -0.28502 -1.97163 -1.21764
P -1.94967 -2.14564 -1.33085
S -3.01876 -1.25389 0.13074
C -2.41459 -3.91895 -1.31916
C -3.75285 -4.30714 -1.30387
C -4.09138 -5.65060 -1.32504
C -3.09431 -6.62090 -1.35173
C -1.76112 -6.24035 -1.35666
C -1.42393 -4.89064 -1.34378
C -2.60509 -1.60790 -2.95360
C -2.72104 -2.47474 -4.03747
C -3.10249 -1.99378 -5.28269
C -3.36543 -0.64194 -5.45678
C -3.24830 0.22986 -4.38185
C -2.87519 -0.25509 -3.13777
C 2.45291 -1.82022 -1.87893
C 2.65379 -2.68072 -0.80649
C 3.94014 -3.08189 -0.45767
C 5.03001 -2.63539 -1.18818
C 4.83390 -1.77794 -2.26756
C 3.55458 -1.36817 -2.60495
C 0.57787 -1.77777 -4.02404
C 0.33795 -0.88581 -5.05982
C 0.15665 -1.35283 -6.35678
C 0.22182 -2.71132 -6.62499
C 0.46280 -3.60988 -5.59098
C 0.63477 -3.14405 -4.29778
H -4.52328 -3.54555 -1.26448
H -5.13402 -5.94577 -1.31609
H -3.36046 -7.67135 -1.36463
H -0.98129 -6.99280 -1.37095
H -0.38999 -4.56167 -1.34157
H -2.50567 -3.52958 -3.91393
H -3.18006 -2.67668 -6.12042
H -3.65655 -0.26601 -6.43090
H -3.44712 1.28724 -4.50758
H -2.79319 0.41433 -2.29114
H 1.79248 -3.01838 -0.24231
H 4.08155 -3.73652 0.39454
H 6.03256 -2.94766 -0.91884
H 5.68342 -1.42341 -2.83963
H 3.40029 -0.67640 -3.42544
H 0.28248 0.17234 -4.83169
H -0.04578 -0.65098 -7.15740
H 0.07869 -3.07390 -7.63618
H 0.50843 -4.67348 -5.79372
H 0.80403 -3.84135 -3.48417
C -0.97278 -1.85999 3.69848
N 0.09021 -0.95218 4.12108
C -0.36585 0.18468 4.89890
P 1.64626 -1.44604 3.94912
O 1.90216 -2.14495 2.68377
O 2.48767 -0.10997 4.24265
P 2.80282 1.24241 3.40494
O 1.66909 2.13938 3.15786
N 3.58904 0.77092 2.04813
C 4.51100 -0.35952 2.03898
C 3.14818 1.17086 0.71112
N 3.85770 1.90489 4.51894
C 4.23520 3.28478 4.23732
C 4.94783 1.13288 5.08997
N 2.18168 -2.35467 5.24138
C 1.89596 -1.88254 6.58401
C 2.16343 -3.80348 5.10980
H -1.71644 -1.31957 3.10827
H -1.47103 -2.31382 4.56370
H -0.56636 -2.64764 3.06661
H -1.14466 0.70561 4.33652
H 0.43908 0.89489 5.06605
H -0.78532 -0.12650 5.86381
H 4.82583 -0.61972 3.04791
H 5.39862 -0.10140 1.45475
H 4.03508 -1.23503 1.59185
H 2.35814 1.91320 0.78018
H 2.77294 0.31231 0.14972
H 3.99463 1.59095 0.16025
H 3.38374 3.82042 3.82348
H 5.07204 3.34678 3.52855
H 4.53833 3.76910 5.16834
H 4.61101 0.12957 5.34456
H 5.28357 1.62345 6.00694
H 5.81020 1.06013 4.41374
H 1.93895 -0.79456 6.62141
H 2.64420 -2.27511 7.27724
H 0.90595 -2.20462 6.93399
H 2.35904 -4.07534 4.07587
H 1.20022 -4.23410 5.41415
H 2.94205 -4.23462 5.74477
C -0.32765 6.47062 1.65708
C -1.18768 6.59713 0.57199
C -1.67087 5.46676 -0.07131
C -1.29653 4.19908 0.36556
C -0.42278 4.07685 1.44326
C 0.05390 5.21012 2.09142
As -1.91259 2.51618 -0.43361
C -2.40203 3.18236 -2.19711
C -1.54882 3.38274 -3.27200
C -2.05995 3.86366 -4.47098
C -3.42010 4.12462 -4.59606
C -4.27980 3.90155 -3.53032
C -3.77405 3.43002 -2.32184
C -4.56280 3.15020 -1.10372
C -5.94233 3.28052 -0.97698
C -6.55466 2.97313 0.22847
C -5.80082 2.52546 1.30753
C -4.42580 2.38227 1.18320
C -3.80814 2.70624 -0.01370
H 0.04812 7.35559 2.15688
H -1.48230 7.58023 0.22430
H -2.34149 5.57300 -0.91627
H -0.08710 3.09858 1.77269
H 0.73439 5.09580 2.92656
H -0.49628 3.14359 -3.18285
H -1.39841 4.02026 -5.31399
H -3.81477 4.49176 -5.53586
H -5.33991 4.09422 -3.64399
H -6.54269 3.61321 -1.81543
H -7.62901 3.07106 0.32540
H -6.28943 2.27192 2.24025
H -3.83961 2.00596 2.01361
```

Calculated values
Energy = -6992.73361 a.u.
Orbital gap = 0.2268 hartree
Energy relative to the best compared isomer or geometry (same formula, charge and spin) = 9.7 kcal/mol
Charge = -1
LUMO level = 2.2 eV
E_HOMO = -3.9 eV

[2]
Formula: C51H59F7O6S3
Source: the Open Molecules 2025 dataset
Level of theory: ωB97M-V/def2-TZVPD

```
126
Properties=species:S:1:pos:R:3
F 1.08221 -0.37566 1.58350
C 0.13551 -0.06092 0.68492
C -0.17549 1.24680 0.51287
C -1.07941 1.61229 -0.45408
C -1.72049 0.61550 -1.20843
C -1.43941 -0.78768 -0.98333
C -0.53171 -1.06121 0.06068
H 0.38782 1.98260 1.06755
H -1.45742 2.62201 -0.51720
H -2.55652 0.89505 -1.83236
H -2.07836 -1.56439 -1.37687
H -0.27875 -2.08364 0.29956
F 0.35721 2.72149 -4.69193
C -0.27159 3.09226 -3.60935
C -1.47241 2.42150 -3.14130
C -2.16548 2.89165 -2.00348
C -1.71475 4.15504 -1.55965
C -0.60493 4.80733 -2.06310
C 0.10883 4.23024 -3.02253
H -1.89932 1.59893 -3.69585
H -3.08336 2.42081 -1.68376
H -2.29641 4.72685 -0.85176
H -0.44030 5.81421 -1.70886
H 1.06193 4.65463 -3.30166
F 0.25820 3.69119 0.83795
C 0.33100 3.30486 2.12661
C -0.72513 2.84415 2.92376
C -0.50607 2.62042 4.23936
C 0.71022 2.84470 4.77619
C 1.79534 3.32896 4.02150
C 1.63417 3.52520 2.66913
H -1.76156 2.68998 2.66212
H -1.38443 2.30418 4.78238
H 0.87418 2.49388 5.78438
H 2.76484 3.43111 4.48633
H 2.43405 4.01589 2.13452
F 0.15417 -6.80948 3.01632
C 0.20667 -5.53033 2.78706
C 1.51140 -4.94365 2.71178
C 1.74525 -3.56303 2.55524
C 0.59919 -2.78302 2.45033
C -0.71402 -3.32279 2.43896
C -0.90933 -4.70861 2.63080
H 2.34297 -5.62849 2.63517
H 2.73442 -3.14047 2.65215
H 0.71627 -1.71795 2.31509
H -1.53881 -2.64884 2.26036
H -1.89147 -5.14659 2.53082
F -4.79788 3.64076 -3.73329
C -4.70357 2.48383 -3.01777
C -4.31490 1.29861 -3.64931
C -4.10221 0.15025 -2.80788
C -4.34772 0.17817 -1.41919
C -4.71905 1.37586 -0.86210
C -4.88907 2.50253 -1.60349
H -4.08942 1.32739 -4.70511
H -3.64740 -0.70768 -3.28068
H -4.06244 -0.64637 -0.78269
H -4.94247 1.32439 0.19329
H -5.08370 3.42710 -1.08034
F 5.12420 4.43332 0.36911
C 4.42233 3.23661 0.43301
C 3.10962 3.27798 0.94807
C 2.28088 2.15618 0.83315
C 2.82530 1.00004 0.20921
C 4.09601 1.02869 -0.41821
C 4.85175 2.15846 -0.28314
H 2.62244 4.16954 1.31435
H 1.26955 2.21689 1.20721
H 2.31518 0.04837 0.18647
H 4.31124 0.21296 -1.09249
H 5.80815 2.16598 -0.78478
F 4.42981 0.03628 -4.12323
C 3.19472 0.13802 -3.55454
C 2.68608 1.38083 -3.40902
C 1.43243 1.53982 -2.75160
C 0.70263 0.45045 -2.36523
C 1.18929 -0.85143 -2.55360
C 2.48218 -1.02414 -3.14976
H 3.08484 2.28660 -3.84143
H 0.99481 2.51704 -2.61039
H -0.30731 0.67088 -2.05247
H 0.62592 -1.73791 -2.30229
H 2.92907 -2.00592 -3.20261
C 2.34608 -4.86705 -1.68783
S 1.96173 -3.25238 -0.91328
O 1.19164 -2.51177 -2.01730
C 0.57752 -4.00522 0.13851
H 2.60316 -5.62573 -0.94863
H 3.01982 -4.79006 -2.54120
H 1.43386 -5.09719 -2.23828
H 0.90676 -4.88446 0.69224
H -0.29933 -4.22032 -0.47221
H 0.13568 -3.24851 0.78678
C -0.52139 0.26490 3.34294
S -1.58401 -1.00127 4.10953
O -2.21775 -1.74679 2.94631
C -0.37728 -2.11834 4.92022
H -1.12138 0.92457 2.71608
H 0.08115 -0.34285 2.66788
H 0.04548 0.85160 4.06581
H 0.32869 -2.55386 4.21309
H -0.90531 -2.88828 5.48278
H 0.20550 -1.50283 5.60550
C 2.07732 0.89748 4.82694
S 2.70023 -0.54124 3.87626
O 1.46467 -1.44023 3.76363
C 3.02223 0.23739 2.23196
H 1.78356 0.50169 5.79914
H 1.23790 1.37285 4.31952
H 2.81176 1.64738 5.12079
H 2.07947 0.37830 1.70333
H 3.55205 -0.50194 1.63131
H 3.60952 1.12778 2.45644
C -4.91958 -2.20437 -5.01472
O -3.57977 -2.79873 -4.84846
C -2.87144 -2.54468 -3.73951
O -3.17723 -1.93091 -2.75518
O -1.58521 -3.04241 -3.87800
C -0.71735 -2.95476 -2.80597
H -5.36282 -1.79809 -4.10556
H -5.58539 -2.98502 -5.38268
H -4.94566 -1.42688 -5.77824
H -0.70382 -3.97192 -2.41441
H -0.98807 -2.38689 -1.91584
H 0.25687 -2.60630 -3.14886
```

Calculated values
Energy = -4322.18320 a.u.
Orbital gap = 0.2491 hartree
Energy relative to the best compared isomer or geometry (same formula, charge and spin) = 970.7 kcal/mol
Charge = 0
LUMO level = 0.2 eV
E_HOMO = -6.6 eV

[3]
Formula: C51H61Cl3N4O5PbSSb2
Source: the Open Molecules 2025 dataset
Level of theory: ωB97M-V/def2-TZVPD

```
128
Properties=species:S:1:pos:R:3
Pb -0.27317 -0.21123 0.57108
C 0.38408 -0.56958 -3.15734
C -0.83081 0.10498 -3.77074
C -1.69227 0.87895 -2.79128
Sb -0.60986 2.27119 -1.52653
C -0.40869 3.70464 -3.14432
C -1.57259 4.12802 -3.76800
C -1.50356 4.89844 -4.91628
C -0.27092 5.24968 -5.44326
C 0.89124 4.87630 -4.78846
C 0.82127 4.10887 -3.63578
C -2.31977 3.26630 -0.64559
C -3.64769 2.98242 -0.93421
C -4.66771 3.72613 -0.35771
C -4.36800 4.75805 0.51536
C -3.04479 5.03837 0.82190
C -2.03268 4.28807 0.24889
Sb 2.09593 0.77979 -2.99982
C 2.80968 0.29001 -4.98036
C 3.78652 -0.66335 -5.22795
C 4.11773 -0.99003 -6.53287
C 3.48306 -0.36211 -7.59205
C 2.54454 0.62687 -7.34647
C 2.21837 0.95852 -6.04311
C 3.36086 -0.64985 -1.97764
C 4.35551 -0.16085 -1.14629
C 5.24287 -1.01473 -0.51606
C 5.13614 -2.38233 -0.70631
C 4.15218 -2.88495 -1.53912
C 3.27151 -2.02190 -2.17673
H 0.69818 -1.38958 -3.80084
H 0.14058 -0.97183 -2.17256
H -1.46385 -0.66397 -4.23280
H -0.50259 0.77090 -4.57350
H -2.21197 0.19410 -2.11756
H -2.43514 1.44784 -3.35224
H -2.53993 3.86776 -3.35427
H -2.41081 5.21603 -5.40914
H -0.21778 5.81874 -6.35853
H 1.85381 5.17298 -5.17784
H 1.73675 3.83563 -3.11991
H -3.89514 2.19672 -1.63742
H -5.69676 3.51341 -0.60786
H -5.16223 5.35008 0.94363
H -2.80479 5.85614 1.48713
H -0.99633 4.51328 0.47439
H 4.30415 -1.14462 -4.40903
H 4.87831 -1.73268 -6.72942
H 3.74059 -0.62748 -8.60687
H 2.07356 1.14441 -8.16867
H 1.50496 1.75129 -5.84663
H 4.45635 0.91022 -1.02499
H 6.02958 -0.61384 0.10620
H 5.83265 -3.04616 -0.22019
H 4.08065 -3.94627 -1.72223
H 2.54773 -2.41885 -2.87888
O -1.88457 -2.18401 -0.25139
H -2.58504 -1.82745 -0.80594
H -1.29667 -2.71176 -0.80391
O -2.89150 0.34471 0.44314
H -3.34531 -0.05706 1.18882
H -3.15516 1.27732 0.40186
O 0.90887 -2.37399 -0.43435
H 1.06782 -3.03246 0.24665
H 1.76238 -2.19162 -0.86966
C -0.33594 3.92336 4.46003
C -1.32930 2.75961 4.32716
C -1.13508 1.73175 5.45479
C -2.77373 3.27690 4.29334
C -1.06396 2.08304 3.09234
N -0.84229 1.51859 2.11723
H -0.51161 4.43697 5.40193
H -0.46539 4.63254 3.64599
H 0.69031 3.56389 4.44514
H -1.22329 2.23091 6.41573
H -0.15334 1.26737 5.39196
H -1.89743 0.95857 5.40086
H -2.98382 3.80738 5.21790
H -3.47730 2.45363 4.19497
H -2.91727 3.96121 3.46089
Cl -8.06014 -2.23994 8.32138
C -6.84267 -2.52494 7.14620
C -6.45636 -3.82365 6.83705
C -5.45351 -4.02731 5.91030
C -4.81466 -2.96465 5.28470
C -3.65623 -3.21564 4.34826
C -2.34381 -2.87513 5.12380
N -1.27642 -2.56178 4.22102
C -0.16240 -3.28652 3.92182
C 0.48019 -2.60566 2.92993
N -0.23527 -1.48856 2.61550
C -1.27979 -1.49075 3.41916
O -3.75147 -2.42684 3.17764
C -4.05130 -3.14045 1.98807
C -5.35054 -3.87937 2.06609
C -5.46383 -5.22863 2.26004
Cl -4.17185 -6.35217 2.37586
S -7.10798 -5.75236 2.37372
C -7.64953 -4.13883 2.15588
C -6.62603 -3.26277 2.00922
C -5.23349 -1.67589 5.60151
Cl -4.48520 -0.30525 4.87445
C -6.24523 -1.44206 6.51303
H -6.92632 -4.65944 7.32945
H -5.14749 -5.03167 5.66535
H -3.63912 -4.27563 4.07708
H -2.07621 -3.72751 5.74985
H -2.52458 -2.00508 5.75976
H 0.08454 -4.19933 4.42388
H 1.41019 -2.82977 2.45151
H -2.04233 -0.74163 3.44081
H -3.23384 -3.83070 1.74820
H -4.09764 -2.36774 1.21891
H -8.69988 -3.93040 2.13953
H -6.76484 -2.20702 1.86753
H -6.55296 -0.43494 6.74813
C 4.14271 0.79255 2.77301
N 3.73032 1.71864 1.73591
C 4.59046 2.84401 1.46207
C 2.67504 1.42688 1.00810
O 2.01930 0.38698 1.15968
H 4.80368 1.29705 3.47069
H 4.66295 -0.06515 2.34390
H 3.25833 0.42780 3.29711
H 4.78647 3.39833 2.38152
H 4.12960 3.51494 0.73700
H 5.54889 2.50030 1.06376
H 2.39824 2.18185 0.25354
```

Calculated values
Energy = -5026.86846 a.u.
Orbital gap = 0.3015 hartree
Energy relative to the best compared isomer or geometry (same formula, charge and spin) = 18.4 kcal/mol
Charge = +2
LUMO level = -3.9 eV
E_HOMO = -12.1 eV